ORCA calculation (wB97M-V/def2-TZVPD) on a 2-piece molecular cluster, C4H10 overall at a distorted geometry.

ΔE to the lowest compared entry with this formula, charge and spin ... 28.59 kcal/mol

```
! wB97M-V def2-TZVPD RIJCOSX def2/J DEFGRID3
* xyz 0 1
C -1.45 -2.71 5.52
H -0.58 -3.12 5.01
H -2.19 -3.51 5.56
H -1.94 -1.86 5.08
H -1.05 -2.55 6.52
C 1.12 1.25 -3.43
C 0.81 1.43 -1.97
C -0.14 0.75 -1.34
H 1.45 2.17 -3.92
H 1.98 0.60 -3.61
H 0.23 0.84 -3.91
H 1.46 2.16 -1.51
H -0.26 0.75 -0.27
H -0.81 0.06 -1.84
*
```

---

ORCA calculation (wB97M-V/def2-TZVPD) on C2H2O2Yb as an isolated structure at a distorted geometry.

ΔE to the lowest compared entry with this formula, charge and spin ... 29.55 kcal/mol

```
! wB97M-V def2-TZVPD RIJCOSX def2/J DEFGRID3
* xyz 2 3
O -2.15 1.30 -1.36
C -1.42 0.43 -1.27
C -1.33 -0.67 -0.24
O -0.20 -0.54 0.43
H -1.51 -1.62 -0.78
Yb 1.78 0.54 0.45
H -2.40 -0.32 0.21
*
```

---

ORCA calculation (wB97M-V/def2-TZVPD) on a 13-piece molecular cluster, C5H38N3O12 overall at a distorted geometry.

ΔE to the lowest compared entry with this formula, charge and spin ... 0.00 kcal/mol

```
! wB97M-V def2-TZVPD RIJCOSX def2/J DEFGRID3
* xyz 0 2
C -0.27 3.67 0.41
C -0.51 2.29 -0.15
C -0.90 1.31 0.94
C -1.39 -0.08 0.51
N -0.15 -2.87 0.32
C -0.44 -2.10 1.44
N -1.00 -0.98 1.59
N 0.67 1.77 -0.91
H 0.68 3.76 0.93
H -1.04 3.98 1.11
H -0.34 4.45 -0.34
H -1.30 2.34 -0.90
H -0.04 1.15 1.59
H -1.65 1.75 1.59
H -1.08 -0.39 -0.50
H -2.48 -0.05 0.47
H -0.05 -3.84 0.59
H -0.80 -2.73 -0.45
H -0.01 -2.50 2.35
H 0.52 0.77 -1.10
H 0.73 2.16 -1.89
H 1.56 1.85 -0.41
H 1.37 -0.68 -2.51
H 0.13 -1.59 -2.66
O 0.40 -0.72 -2.32
H -3.56 -1.59 1.89
H -4.69 -2.64 1.64
O -3.81 -2.37 1.37
H 1.93 2.75 4.05
H 3.29 2.31 3.66
O 2.37 2.24 3.35
H 1.68 1.87 -4.04
H 0.48 1.00 -3.61
O 0.79 1.93 -3.68
H 3.51 -0.20 -0.16
H 4.59 0.88 -0.58
O 3.69 0.58 -0.74
H 2.49 -0.32 3.28
H 2.30 -1.50 4.20
O 2.19 -1.25 3.27
H -3.14 2.22 -3.40
H -2.74 1.02 -2.51
O -2.71 1.98 -2.57
H 0.37 -0.25 3.83
H -1.02 0.30 3.79
O -0.26 0.23 4.38
H -4.37 -1.42 -1.83
H -4.00 -2.01 -0.43
O -3.63 -1.67 -1.26
H 3.48 -0.68 -3.79
H 3.46 -0.23 -2.23
O 2.93 -0.51 -3.02
H -2.34 -2.64 -2.10
H -1.86 -4.05 -2.52
O -1.55 -3.20 -2.19
H 2.86 -1.79 1.47
H 2.02 -2.22 0.25
O 2.65 -1.54 0.55
*
```

---

ORCA calculation (wB97M-V/def2-TZVPD) on one molecule with the formula C6H18N2Si at a distorted geometry.

ΔE to the lowest compared entry with this formula, charge and spin ... 28.86 kcal/mol

```
! wB97M-V def2-TZVPD RIJCOSX def2/J DEFGRID3
* xyz 0 1
C -1.74 1.27 0.05
C 0.48 1.97 -0.87
C -0.91 0.30 -2.11
C 1.73 -0.75 2.50
C -0.91 -2.11 0.20
C -0.50 0.77 -0.77
N 1.84 -1.18 -0.62
N 0.82 0.09 1.76
Si 0.40 -0.60 0.24
H -2.59 0.49 0.06
H -1.44 1.74 0.95
H -2.29 2.19 -0.49
H 0.93 2.08 -1.90
H 1.36 2.04 -0.28
H -0.10 2.94 -0.79
H -0.20 0.38 -2.87
H -1.25 -0.62 -2.20
H -1.64 1.01 -2.45
H 2.00 -1.58 1.99
H 2.53 -0.24 2.83
H 1.07 -1.20 3.33
H -0.46 -3.10 0.45
H -1.74 -1.88 0.78
H -1.37 -2.19 -0.68
H 1.67 -2.08 -0.95
H 2.78 -1.05 -0.29
H 0.28 0.72 2.38
*
```

---

ORCA calculation (wB97M-V/def2-TZVPD) on an isolated ion of composition C2H2N2O3 and charge -2 at a distorted geometry.

ΔE to the lowest compared entry with this formula, charge and spin ... 13.77 kcal/mol

```
! wB97M-V def2-TZVPD RIJCOSX def2/J DEFGRID3
* xyz -2 3
C 1.51 -1.16 0.10
C 0.07 -0.60 0.44
N -1.52 -1.37 0.63
N -2.28 -0.59 -0.04
O -3.60 -0.75 -0.09
O 2.47 -0.47 0.56
O 1.58 -2.19 -0.60
H 0.14 -0.17 1.44
H -0.33 0.26 -0.13
*
```